A structure of composition C21H24I2N5ORhS2. Source: OMol25; level of theory: the ωB97M-V functional and the def2-TZVPD basis.

CARTESIAN COORDINATES (ANGSTROEM)
Rh -0.775 0.122 -0.141
C 4.291 0.983 0.999
C 3.867 0.331 -0.308
N 4.026 -1.132 -0.277
C 5.389 -1.713 -0.446
C 5.986 -2.244 0.847
C 3.019 -1.918 -0.062
S 1.349 -1.394 0.241
N 3.097 -3.251 -0.017
C 1.939 -3.810 0.190
O 0.883 -2.984 0.322
C 1.682 -5.224 0.272
C 2.728 -6.115 0.002
C 2.491 -7.474 0.060
C 1.224 -7.943 0.389
C 0.186 -7.060 0.668
C 0.408 -5.699 0.610
H 4.242 2.068 0.899
H 5.319 0.723 1.249
H 3.643 0.682 1.823
H 4.466 0.696 -1.141
H 2.826 0.557 -0.549
H 5.998 -0.907 -0.852
H 5.319 -2.496 -1.197
H 6.177 -1.445 1.563
H 6.937 -2.726 0.621
H 5.338 -2.985 1.310
H 3.707 -5.734 -0.252
H 3.291 -8.171 -0.149
H 1.044 -9.009 0.429
H -0.792 -7.438 0.932
H -0.392 -5.007 0.838
C 2.021 4.466 0.899
N 0.590 4.424 0.622
C -0.244 5.521 0.546
C -1.477 5.073 0.289
N -1.409 3.671 0.200
C -0.115 3.303 0.409
S 0.632 1.789 0.438
C -2.547 2.845 -0.035
C -3.779 3.487 -0.155
C -4.928 2.753 -0.350
C -4.825 1.375 -0.407
C -3.577 0.821 -0.286
N -2.426 1.512 -0.121
H 2.314 5.504 1.016
H 2.572 4.024 0.070
H 2.235 3.923 1.819
H 0.117 6.525 0.687
H -2.377 5.637 0.167
H -3.858 4.556 -0.090
H -5.882 3.254 -0.441
H -5.684 0.735 -0.543
H -3.476 -0.247 -0.306
I -1.805 -2.297 -0.829
I -4.308 -2.526 -1.752

Properties
Kohn-Sham gap (alpha / beta), eV: 6.251 / 6.256
Charge: +2

Mulliken atomic charge list, values in e, 4 entries:
1. Rh -0.1155
2. C -0.8000
3. C -0.8858
4. N 0.1691

***

A structure of composition C21H24IrN6 at a distorted geometry. Source: OMol25; level of theory: the ωB97M-V functional and the def2-TZVPD basis.

CARTESIAN COORDINATES (ANGSTROEM)
Ir 0.325 -0.086 -0.232
C 1.220 -2.722 -1.380
N 0.110 -1.733 -1.599
C 0.174 -1.191 -3.002
C -0.251 0.236 -3.038
C -0.752 0.886 -4.138
C -0.849 2.281 -4.118
C -0.429 2.989 -2.995
C 0.018 2.291 -1.897
N 0.092 0.934 -1.918
C -1.215 -2.379 -1.301
C -2.177 -1.420 -0.679
C -3.534 -1.650 -0.605
C -4.350 -0.740 0.055
C -3.784 0.410 0.607
C -2.429 0.602 0.513
N -1.635 -0.319 -0.108
C 1.816 -2.581 -0.017
C 2.521 -3.584 0.602
C 3.252 -3.293 1.754
C 3.274 -1.986 2.239
C 2.515 -1.029 1.615
N 1.761 -1.323 0.513
H 2.011 -2.527 -2.107
H 0.872 -3.739 -1.569
H -0.381 -1.814 -3.705
H 1.219 -1.219 -3.317
H -1.029 0.324 -5.021
H -1.227 2.810 -4.986
H -0.455 4.070 -2.964
H 0.336 2.789 -0.991
H -1.053 -3.212 -0.613
H -1.629 -2.807 -2.216
H -3.951 -2.539 -1.065
H -5.415 -0.920 0.136
H -4.390 1.153 1.108
H -1.949 1.479 0.914
H 2.541 -4.577 0.170
H 3.817 -4.073 2.251
H 3.874 -1.717 3.098
H 2.508 -0.006 1.955
C 0.332 4.129 3.118
N 0.740 2.695 3.206
C 1.328 2.224 4.494
C 0.622 1.919 2.210
N 0.504 1.192 1.293
H 1.230 4.744 3.075
H -0.234 4.368 4.015
H -0.278 4.290 2.234
H 2.242 2.784 4.684
H 1.535 1.159 4.442
H 0.607 2.428 5.283

Properties
Kohn-Sham gap (alpha / beta), eV: 6.357 / 5.511
2S+1: 2
Charge: +4
Expectation value of S²: 0.7552

Mulliken atomic charge list, values in e, 4 entries:
1. Ir 0.7913
2. C -1.1809
3. N 0.1328
4. C -0.9806

***

The molecule C21H24N2O8 at a distorted geometry. Source: OMol25; level of theory: the ωB97M-V functional and the def2-TZVPD basis.

CARTESIAN COORDINATES (ANGSTROEM)
O -7.453 -1.244 0.580
C -6.294 -0.903 0.581
C -5.760 0.389 1.196
O -5.384 1.230 0.123
C -4.070 1.553 -0.072
C -3.151 1.773 0.947
C -1.860 2.166 0.636
C -1.471 2.347 -0.679
C -2.390 2.136 -1.694
C -3.679 1.743 -1.396
N -5.338 -1.642 -0.056
N -4.027 -1.385 0.056
C -3.195 -2.018 -0.670
C -1.769 -1.830 -0.528
C -0.892 -2.385 -1.463
C 0.470 -2.252 -1.314
C 0.992 -1.566 -0.217
O 2.362 -1.516 -0.142
C 2.969 -1.058 1.052
O 2.763 0.297 1.268
C 3.719 1.199 0.709
C 2.948 2.496 0.426
O 1.834 2.254 -0.388
C 4.339 0.649 -0.578
O 5.264 1.602 -1.040
C 5.025 -0.715 -0.331
O 4.942 -1.545 -1.460
C 4.452 -1.419 0.919
O 5.080 -1.046 2.114
C 0.129 -0.992 0.710
C -1.235 -1.127 0.552
H -6.565 0.874 1.756
H -4.920 0.155 1.854
H -3.439 1.662 1.982
H -1.155 2.343 1.435
H -0.465 2.659 -0.913
H -2.100 2.279 -2.724
H -4.410 1.584 -2.174
H -5.660 -2.422 -0.636
H -3.528 -2.747 -1.420
H -1.284 -2.927 -2.311
H 1.151 -2.684 -2.030
H 2.529 -1.574 1.918
H 4.516 1.387 1.438
H 2.639 2.936 1.384
H 3.596 3.193 -0.106
H 1.350 1.516 0.008
H 3.531 0.510 -1.315
H 5.632 1.285 -1.873
H 6.096 -0.532 -0.173
H 4.013 -1.780 -1.587
H 4.526 -2.507 0.758
H 6.018 -1.262 2.060
H 0.520 -0.444 1.553
H -1.911 -0.694 1.270

Properties
Kohn-Sham gap, eV: 8.603
SMILES: O=C(COc1ccccc1)N/N=C/c1ccc(O[C@@H]2O[C@H](CO)[C@@H](O)[C@H](O)[C@H]2O)cc1

Mulliken atomic charge list, values in e, 4 entries:
1. O -0.6360
2. C 0.2859
3. C -0.2805
4. O -0.4925

***

The molecule C21H24N4O2 at a distorted geometry. Source: OMol25; level of theory: the ωB97M-V functional and the def2-TZVPD basis.

CARTESIAN COORDINATES (ANGSTROEM)
C -2.558 -1.175 -3.895
C -3.743 -0.624 -3.713
C -3.997 0.852 -3.585
O -2.843 1.655 -3.533
C -2.089 1.660 -2.395
C -0.993 2.524 -2.400
C -0.166 2.612 -1.303
C -0.403 1.843 -0.167
C 0.574 1.917 0.993
C -0.034 1.505 2.306
C -0.677 2.460 3.096
N -1.228 3.229 3.752
C -0.022 0.201 2.685
N -0.581 -0.261 3.847
N 0.675 -0.747 1.930
N 0.350 -2.073 2.220
C -0.263 -2.802 1.130
C 1.302 -2.828 3.011
C 1.674 -0.317 1.073
C 1.726 0.982 0.691
C 2.859 1.550 -0.026
O 2.930 2.732 -0.308
C 3.980 0.589 -0.374
C 3.438 -0.810 -0.608
C 2.728 -1.298 0.649
C -1.492 0.987 -0.169
C -2.332 0.890 -1.266
H -2.436 -2.240 -3.991
H -1.663 -0.579 -3.957
H -4.641 -1.227 -3.659
H -4.534 1.196 -4.478
H -4.644 1.044 -2.715
H -0.814 3.120 -3.281
H 0.683 3.279 -1.321
H 0.960 2.940 1.051
H -0.785 -1.248 3.863
H -1.256 0.350 4.279
H 0.452 -3.280 0.449
H -0.896 -3.581 1.558
H -0.886 -2.119 0.555
H 0.749 -3.586 3.569
H 1.781 -2.156 3.721
H 2.072 -3.337 2.421
H 4.506 0.971 -1.250
H 4.686 0.585 0.462
H 4.248 -1.496 -0.865
H 2.731 -0.790 -1.441
H 2.290 -2.276 0.455
H 3.456 -1.409 1.460
H -1.711 0.385 0.702
H -3.164 0.203 -1.228

Properties
Kohn-Sham gap, eV: 8.434
SMILES: C=CCOc1ccc([C@H]2C(C#N)=C(N)N(N(C)C)C3=C2C(=O)CCC3)cc1

Mulliken atomic charge list, values in e, 4 entries:
1. C -0.6321
2. C -0.1842
3. C -0.5635
4. O -0.4633

***

The molecule C21H24N4O3S at a distorted geometry. Source: OMol25; level of theory: the ωB97M-V functional and the def2-TZVPD basis.

CARTESIAN COORDINATES (ANGSTROEM)
C -5.403 -3.159 -1.445
O -5.283 -2.203 -0.424
C -3.946 -1.961 -0.054
C -3.940 -0.908 1.050
C -2.537 -0.681 1.614
N -1.624 -0.202 0.611
C -0.686 -0.964 -0.022
S -0.404 -2.640 0.335
C 1.232 -2.772 -0.448
C 2.214 -1.901 0.332
O 2.285 -2.010 1.540
N 2.981 -1.055 -0.391
C 2.867 -0.823 -1.833
C 3.866 0.297 -2.164
C 4.515 0.589 -0.846
C 5.513 1.491 -0.551
C 5.960 1.589 0.761
C 5.405 0.794 1.749
C 4.399 -0.118 1.461
C 3.960 -0.211 0.152
N -0.043 -0.265 -0.918
N -0.549 0.974 -0.895
C -1.501 1.029 0.006
C -2.272 2.217 0.265
C -3.223 2.495 1.294
C -3.658 3.759 1.071
O -3.058 4.287 -0.011
C -2.216 3.363 -0.503
C -1.418 3.699 -1.706
H -6.467 -3.267 -1.646
H -4.889 -2.832 -2.358
H -4.987 -4.126 -1.136
H -3.374 -1.609 -0.928
H -3.473 -2.890 0.304
H -4.345 0.022 0.649
H -4.595 -1.246 1.853
H -2.564 0.034 2.439
H -2.131 -1.625 1.990
H 1.516 -3.819 -0.331
H 1.118 -2.517 -1.496
H 3.111 -1.742 -2.374
H 1.842 -0.518 -2.059
H 4.600 -0.018 -2.908
H 3.356 1.182 -2.550
H 5.940 2.109 -1.327
H 6.743 2.289 1.009
H 5.760 0.878 2.765
H 3.970 -0.734 2.233
H -3.542 1.863 2.095
H -4.368 4.372 1.589
H -0.977 2.790 -2.102
H -2.050 4.180 -2.451
H -0.617 4.390 -1.444

Properties
Kohn-Sham gap, eV: 8.530
SMILES: COCCCn1c(SCC(=O)N2CCc3ccccc32)nnc1-c1ccoc1C

Mulliken atomic charge list, values in e, 4 entries:
1. C -0.7220
2. O -0.3897
3. C -0.4978
4. C -0.2439

***

A structure of composition C21H24N4OS2Tc at a distorted geometry. Source: OMol25; level of theory: the ωB97M-V functional and the def2-TZVPD basis.

CARTESIAN COORDINATES (ANGSTROEM)
Tc 0.682 -2.671 -2.662
S 0.736 -2.642 -0.370
C 0.761 -0.982 0.051
N 0.640 -0.586 1.280
C 0.532 0.856 1.567
C 1.553 1.557 0.729
N 1.238 1.270 -0.683
C 1.280 2.421 -1.609
C 0.132 3.354 -1.316
C -1.180 2.911 -1.449
C -2.233 3.762 -1.168
C -1.982 5.066 -0.758
C -0.677 5.513 -0.634
C 0.379 4.657 -0.912
C 0.926 0.059 -1.029
S 0.719 -0.379 -2.677
C 0.645 -1.488 2.451
C 1.933 -1.320 3.218
C 3.149 -1.612 2.608
C 4.333 -1.446 3.304
C 4.307 -0.992 4.618
C 3.097 -0.708 5.229
C 1.910 -0.872 4.529
H 0.690 1.043 2.625
H -0.479 1.179 1.305
H 2.557 1.176 0.935
H 1.548 2.628 0.907
H 1.259 2.074 -2.637
H 2.235 2.925 -1.462
H -1.384 1.897 -1.780
H -3.252 3.415 -1.276
H -2.805 5.733 -0.543
H -0.479 6.529 -0.322
H 1.398 5.015 -0.815
H 0.505 -2.516 2.130
H -0.212 -1.225 3.071
H 3.180 -1.978 1.586
H 5.275 -1.676 2.828
H 5.231 -0.866 5.163
H 3.074 -0.362 6.253
H 0.967 -0.651 5.015
O 2.267 -2.965 -3.034
C -4.556 -3.628 -1.910
N -3.704 -3.521 -3.112
C -4.390 -3.258 -4.398
C -2.477 -3.182 -2.984
N -1.343 -2.916 -2.871
H -5.372 -4.309 -2.133
H -4.953 -2.650 -1.644
H -3.980 -4.029 -1.082
H -5.213 -3.959 -4.488
H -3.702 -3.413 -5.223
H -4.768 -2.237 -4.422

Properties
Kohn-Sham gap (alpha / beta), eV: 6.368 / 6.600
2S+1: 2
Charge: +2
Expectation value of S²: 0.7565

Mulliken atomic charge list, values in e, 4 entries:
1. Tc 0.3973
2. S 0.0765
3. C 0.4956
4. N 0.1746

***

A structure of composition C21H24N5PtSSe. Source: OMol25; level of theory: the ωB97M-V functional and the def2-TZVPD basis.

CARTESIAN COORDINATES (ANGSTROEM)
Pt 0.422 0.150 -0.414
N -3.039 -1.848 -1.677
C -3.786 -2.265 -0.543
C -4.573 -3.401 -0.601
C -5.275 -3.806 0.526
C -5.161 -3.100 1.714
C -4.349 -1.976 1.776
C -3.683 -1.549 0.639
S -2.777 -0.036 0.621
N -1.581 -0.417 -0.543
C -1.865 -1.181 -1.543
C -0.809 -1.309 -2.575
C -1.001 -1.924 -3.795
C 0.030 -1.920 -4.725
C 1.214 -1.294 -4.393
C 1.348 -0.705 -3.146
N 0.361 -0.714 -2.245
H -3.143 -2.430 -2.491
H -4.645 -3.966 -1.523
H -5.905 -4.683 0.473
H -5.703 -3.421 2.592
H -4.252 -1.418 2.699
H -1.943 -2.390 -4.045
H -0.099 -2.393 -5.688
H 2.043 -1.250 -5.084
H 2.262 -0.218 -2.844
N 0.559 -2.094 1.529
C 1.400 -1.760 2.682
C 0.919 -0.485 3.361
C 1.189 0.817 2.621
N 0.296 1.065 1.451
H -0.373 -2.347 1.844
H 0.925 -2.902 1.039
H 2.423 -1.609 2.329
H 1.431 -2.568 3.421
H 1.428 -0.392 4.322
H -0.149 -0.577 3.596
H 2.213 0.850 2.256
H 1.047 1.650 3.312
H 0.396 2.045 1.194
H -0.662 0.954 1.782
Se 2.821 0.580 -0.406
C 3.029 1.922 -1.765
C 1.991 2.735 -2.211
C 2.220 3.690 -3.192
C 3.487 3.850 -3.735
C 4.524 3.040 -3.294
C 4.297 2.077 -2.323
H 0.995 2.614 -1.801
H 1.403 4.315 -3.530
H 3.664 4.600 -4.495
H 5.517 3.154 -3.710
H 5.110 1.442 -1.991

Properties
Kohn-Sham gap, eV: 6.100
Charge: +1

Mulliken atomic charge list, values in e, 4 entries:
1. Pt 0.7967
2. N -0.1889
3. C 0.4541
4. C -0.6933

***

The ion C21H24NO2 with charge +1. Source: OMol25; level of theory: the ωB97M-V functional and the def2-TZVPD basis.

CARTESIAN COORDINATES (ANGSTROEM)
C 3.804 0.383 -2.231
C 2.349 0.204 -1.833
N 2.106 -1.186 -1.306
C 2.903 -1.589 -0.125
C 2.169 -2.744 0.570
O 1.912 -3.688 -0.440
C 0.882 -2.239 1.252
O 0.021 -1.741 0.245
C -1.138 -1.055 0.605
C -1.437 -0.663 1.918
C -2.573 0.061 2.161
C -3.453 0.422 1.123
C -4.623 1.175 1.354
C -5.457 1.499 0.321
C -5.161 1.083 -0.988
C -4.035 0.353 -1.246
C -3.153 0.004 -0.201
C -1.981 -0.740 -0.430
C 1.815 1.172 -0.801
C 0.451 1.448 -0.811
C -0.114 2.261 0.154
C 0.684 2.815 1.142
C 2.045 2.563 1.148
C 2.611 1.744 0.185
H 4.078 -0.333 -3.003
H 3.940 1.382 -2.636
H 4.481 0.265 -1.391
H 1.729 0.290 -2.733
H 2.242 -1.897 -2.031
H 1.108 -1.263 -0.978
H 2.993 -0.738 0.552
H 3.894 -1.919 -0.441
H 2.821 -3.162 1.352
H 1.489 -4.472 -0.072
H 0.392 -3.058 1.794
H 1.151 -1.454 1.968
H -0.793 -0.931 2.739
H -2.808 0.362 3.170
H -4.847 1.489 2.363
H -6.352 2.073 0.503
H -5.834 1.346 -1.790
H -3.807 0.029 -2.251
H -1.751 -1.076 -1.431
H -0.177 1.034 -1.587
H -1.174 2.460 0.132
H 0.248 3.449 1.897
H 2.674 3.005 1.905
H 3.677 1.576 0.201

Properties
Kohn-Sham gap, eV: 8.352
SMILES: C[C@@H]([NH2+]C[C@H](O)COc1ccc2ccccc2c1)c1ccccc1
Charge: +1

Mulliken atomic charge list, values in e, 4 entries:
1. C -1.7440
2. C 0.0321
3. N 0.1431
4. C -0.5685

***

A structure of composition C21H25AsAuBrNOS at a distorted geometry. Source: OMol25; level of theory: the ωB97M-V functional and the def2-TZVPD basis.

CARTESIAN COORDINATES (ANGSTROEM)
Au -0.419 0.555 0.196
O 2.017 0.199 0.334
N 2.458 -0.398 1.417
C 3.711 -0.956 1.362
C 4.243 -1.668 2.391
C 3.489 -1.874 3.558
C 2.201 -1.352 3.592
C 1.671 -0.630 2.539
S 0.058 -0.030 2.645
H 4.226 -0.767 0.434
H 5.230 -2.090 2.286
H 3.876 -2.444 4.386
H 1.568 -1.493 4.454
Br -3.376 0.808 -0.450
C -3.159 2.706 -0.218
C -4.324 3.457 -0.140
C -4.237 4.836 -0.033
C -2.999 5.453 -0.071
C -1.811 4.707 -0.179
C -0.562 5.344 -0.269
C 0.610 4.616 -0.314
C 0.561 3.229 -0.263
C -0.653 2.576 -0.166
C -1.870 3.272 -0.191
H -5.286 2.968 -0.161
H -5.136 5.428 0.060
H -2.919 6.528 -0.009
H -0.544 6.424 -0.321
H 1.565 5.116 -0.377
H 1.475 2.657 -0.280
C -1.641 -3.300 1.195
C -0.247 -3.351 0.580
As 0.083 -1.780 -0.566
C -1.205 -2.091 -2.010
C -0.984 -1.080 -3.127
C 1.838 -2.209 -1.358
C 1.867 -3.436 -2.259
H -1.825 -4.179 1.812
H -2.396 -3.268 0.410
H -1.755 -2.409 1.815
H -0.139 -4.250 -0.040
H 0.516 -3.387 1.367
H -2.208 -1.943 -1.596
H -1.138 -3.123 -2.370
H -1.098 -0.072 -2.722
H -1.705 -1.208 -3.932
H 0.019 -1.159 -3.548
H 2.525 -2.360 -0.518
H 2.174 -1.313 -1.889
H 1.557 -4.321 -1.702
H 2.879 -3.610 -2.622
H 1.218 -3.326 -3.128

Properties
Kohn-Sham gap (alpha / beta), eV: 7.712 / 5.596
2S+1: 2
Expectation value of S²: 0.7558

Mulliken atomic charge list, values in e, 4 entries:
1. Au 0.6896
2. O -0.6826
3. N 0.4970
4. C -0.2847

***

no.,total energy (eV)
1,-72530.8951
2,-33903.2095
3,-41525.0759
4,-32220.0586
5,-45104.2000
6,-54028.6092
7,-109041.5553
8,-27746.0937
9,-171126.0620